Density functional theory data (ωB97M-V/def2-TZVPD) for C63H78AsBrN5O2PbSe as an isolated structure.

Results
* energy above the lowest of the compared OMol25 structures with the same formula, charge and spin: 1.3065 eV
* 2S+1: 1
* total energy: -10275.6079 Eh
* charge: +1
* molar mass: 1378.34 g mol⁻¹
* LUMO energy (alpha / beta): -3.2 / -4.2 eV

```
152
Properties=species:S:1:pos:R:3:forces:R:3:mulliken_charge:R:1
Pb 1.115161 -0.364895 -0.428922 -0.050 0.064 0.366 2.391
C 2.705109 -7.511915 -2.234611 0.005 -0.012 0.006 -1.584
C 3.238860 -6.983449 -0.896167 -0.015 0.092 0.000 2.078
C 4.772318 -7.027158 -0.900385 0.016 -0.014 -0.002 -1.604
C 2.727252 -7.881047 0.229043 -0.007 -0.009 -0.003 -2.128
C 2.786573 -5.536627 -0.734413 -0.019 -0.090 0.060 0.249
C 3.186664 -4.560354 -1.642202 0.020 0.019 -0.026 -1.144
C 2.751189 -3.262813 -1.483072 0.097 0.108 -0.021 -1.088
N 1.949051 -2.866235 -0.492856 -0.066 0.036 -0.099 0.266
C 1.551931 -3.786695 0.386652 -0.084 -0.103 0.163 -0.935
C 1.950803 -5.116598 0.290896 0.062 0.089 -0.053 -0.167
C 0.591145 -3.358521 1.449278 0.128 -0.078 -0.048 -0.214
C 0.326691 -4.144043 2.559617 -0.100 0.131 -0.015 -0.579
C -0.670592 -3.774188 3.461681 0.065 -0.119 0.022 0.577
C -1.371786 -2.613290 3.172999 -0.013 0.102 0.010 -0.853
C -1.009356 -1.853968 2.072800 0.027 0.066 0.038 -1.044
N -0.036309 -2.198761 1.238463 -0.040 -0.005 -0.118 0.119
C -0.972896 -4.652290 4.669901 -0.001 0.051 -0.027 1.980
C -1.587675 -5.966055 4.167880 0.001 -0.010 0.018 -1.552
C 0.324747 -4.949746 5.431853 0.004 0.013 0.029 -1.686
C -1.954361 -3.976360 5.626658 -0.016 -0.012 0.016 -2.022
H 2.985453 -8.558024 -2.357661 0.024 -0.030 -0.005 0.454
H 3.114297 -6.955352 -3.076763 0.008 0.028 -0.036 0.347
H 1.617701 -7.444808 -2.278806 -0.037 -0.002 0.012 0.367
H 5.108665 -8.059428 -0.996737 0.016 -0.030 -0.013 0.455
H 5.181669 -6.622232 0.025516 -0.002 0.008 0.038 0.381
H 5.192801 -6.462057 -1.731307 0.007 0.020 -0.024 0.341
H 3.090889 -8.896025 0.070022 0.004 -0.013 0.000 0.436
H 1.637701 -7.925574 0.255170 -0.040 0.007 -0.018 0.408
H 3.085010 -7.553415 1.206015 0.028 0.023 0.029 0.425
H 3.831603 -4.796117 -2.476268 0.017 -0.007 -0.024 0.505
H 3.066671 -2.489823 -2.171688 -0.011 -0.004 -0.033 0.447
H 1.585261 -5.826978 1.010799 -0.042 -0.071 0.046 0.546
H 0.898060 -5.040342 2.734138 0.036 -0.086 0.000 0.476
H -2.181911 -2.269209 3.796964 -0.031 0.035 0.027 0.573
H -1.525610 -0.925867 1.855912 -0.024 0.018 0.005 0.837
H -0.893332 -6.512812 3.529497 0.026 -0.014 -0.027 0.333
H -2.498083 -5.780302 3.597306 -0.029 0.013 -0.010 0.360
H -1.840593 -6.605813 5.013837 0.001 -0.018 0.026 0.447
H 1.031802 -5.526915 4.837719 0.021 -0.014 -0.041 0.330
H 0.098722 -5.533122 6.324509 -0.009 -0.019 0.017 0.466
H 0.817991 -4.028866 5.745030 0.001 0.031 0.014 0.381
H -2.936549 -3.836555 5.174426 -0.025 0.004 -0.034 0.351
H -1.588068 -3.004989 5.962189 0.030 0.019 0.014 0.413
H -2.088272 -4.603669 6.507336 -0.012 -0.020 0.020 0.457
C -5.497882 -0.504086 -5.262173 -0.052 -0.014 -0.002 -2.212
C -4.746402 0.805612 -5.484857 0.042 0.021 0.047 1.929
C -4.487907 0.973235 -6.991292 -0.013 0.007 0.015 -1.565
C -5.619954 1.965711 -4.981426 -0.051 -0.054 -0.009 -1.542
C -3.415417 0.838028 -4.752388 0.042 -0.001 -0.043 -0.372
C -2.932063 -0.262765 -4.029499 -0.052 0.107 -0.065 -0.312
C -1.733450 -0.187101 -3.379982 0.048 0.314 -0.113 0.261
Br -1.135394 -1.710799 -2.457158 -0.025 -0.106 -0.089 -0.129
C -0.924535 1.035023 -3.370387 -0.138 0.148 -0.039 -0.082
O 0.088685 1.158884 -2.663411 -0.053 -0.386 -0.131 0.231
C -1.405326 2.140096 -4.219999 0.021 -0.227 0.106 -0.601
C -2.615313 1.999523 -4.837287 -0.003 -0.017 0.009 -0.740
C -0.549246 3.390220 -4.364617 -0.039 -0.014 0.035 2.298
C -0.507744 4.140768 -3.024458 0.007 0.031 0.014 -1.141
C -1.123708 4.340460 -5.416254 0.031 0.064 0.005 -2.440
C 0.874329 3.014800 -4.809402 0.030 0.032 0.020 -1.676
H -6.454796 -0.460069 -5.780781 -0.027 -0.001 -0.014 0.446
H -5.703918 -0.681622 -4.206064 -0.011 0.008 0.041 0.435
H -4.952184 -1.360726 -5.657778 0.034 -0.034 -0.027 0.407
H -5.431595 0.897237 -7.531909 -0.024 0.012 -0.015 0.467
H -3.819608 0.197178 -7.364364 0.016 -0.045 -0.006 0.351
H -4.046832 1.941249 -7.224300 0.025 0.041 0.001 0.333
H -6.571557 1.963978 -5.514235 -0.014 -0.008 -0.008 0.454
H -5.152024 2.934109 -5.144564 0.035 0.056 -0.018 0.323
H -5.828155 1.864565 -3.915774 -0.002 -0.011 0.036 0.329
H -3.505355 -1.175499 -3.982822 0.015 -0.037 0.020 0.611
H -2.994031 2.817136 -5.429701 0.007 0.031 -0.057 0.568
H -1.497919 4.518255 -2.764903 -0.046 0.013 -0.003 0.344
H 0.167329 4.994287 -3.109098 0.003 0.027 0.006 0.561
H -0.161682 3.509243 -2.211987 0.037 -0.037 0.008 -0.285
H -2.103787 4.727109 -5.135891 -0.043 0.002 0.026 0.395
H -1.201462 3.869932 -6.396662 0.010 -0.040 -0.047 0.432
H -0.456026 5.196433 -5.512191 0.006 0.026 -0.010 0.463
H 1.393153 2.411440 -4.069551 -0.001 -0.009 0.021 0.162
H 1.445710 3.930096 -4.969740 0.018 0.021 -0.019 0.512
H 0.856383 2.462620 -5.750344 -0.010 -0.019 -0.044 0.386
C 3.316952 -0.677885 1.887812 0.021 -0.056 0.203 -0.720
O 2.901214 -0.039300 0.720963 0.235 0.037 0.074 0.402
H 4.335422 -0.365882 2.148114 0.032 0.009 0.005 0.285
H 3.330548 -1.772597 1.788890 0.002 -0.037 -0.012 0.171
H 2.676216 -0.432695 2.747367 -0.018 0.013 -0.026 -0.124
C -6.186246 1.018673 2.105430 -0.021 -0.002 0.003 -1.596
C -4.698029 1.218193 2.160124 -0.081 -0.019 0.033 0.408
C -3.986597 1.024597 3.330470 0.041 -0.008 0.007 -0.973
C -2.608572 1.205501 3.390087 -0.064 0.023 -0.068 0.426
C -1.940547 0.973166 4.721122 0.023 -0.040 0.063 -1.686
C -1.904429 1.607943 2.238836 -0.158 0.132 -0.024 -0.312
As 0.024845 1.681509 2.566233 0.345 -0.147 -0.072 1.467
N 0.765547 2.238109 1.000934 -0.323 -0.019 -0.100 0.838
C 1.895629 2.953290 0.845697 -0.107 -0.067 -0.071 0.018
C 2.276561 3.204711 -0.497603 0.082 0.059 -0.068 0.231
C 3.383146 3.967075 -0.795128 0.004 0.002 0.006 -0.837
C 4.170389 4.479273 0.233904 -0.044 0.001 0.007 -0.735
C 3.835930 4.214215 1.561596 -0.003 -0.012 -0.015 -0.991
C 2.718895 3.469904 1.875297 0.080 0.019 0.049 -0.272
C 0.208303 3.151282 3.838177 0.035 0.205 0.078 -0.087
C 0.914871 2.901462 5.019265 -0.012 0.041 -0.004 1.275
C 1.505382 1.564268 5.392574 0.004 -0.098 -0.042 -1.968
C 1.128973 3.947897 5.916938 0.008 -0.073 0.013 -0.955
C 0.673300 5.227174 5.671316 -0.019 0.088 -0.019 0.772
C 0.916524 6.346218 6.643009 0.004 0.027 0.032 -1.613
C -0.021849 5.459455 4.487100 0.021 -0.034 0.065 -1.181
C -0.263542 4.452574 3.568775 0.033 -0.096 -0.009 0.566
C -0.999709 4.803484 2.307910 -0.045 -0.003 -0.076 -1.113
C -2.614045 1.803890 1.035849 0.085 -0.037 0.100 1.110
C -2.008656 2.256509 -0.266194 -0.008 0.025 0.048 -0.561
C -3.989619 1.602500 1.032733 -0.003 -0.044 -0.018 -0.969
H -6.575885 0.681248 3.064031 -0.001 -0.007 0.020 0.379
H -6.454641 0.277423 1.351816 -0.002 -0.011 -0.018 0.349
H -6.696180 1.946861 1.845153 0.002 0.024 -0.010 0.332
H -4.511481 0.722858 4.229222 -0.019 -0.015 0.030 0.357
H -2.619914 0.451752 5.394189 0.001 -0.016 0.007 0.530
H -1.653019 1.912682 5.196833 -0.037 -0.021 -0.014 0.267
H -1.031376 0.371755 4.631328 -0.030 -0.034 -0.011 0.254
H 1.663272 2.782980 -1.284990 -0.026 0.000 -0.014 0.343
H 3.650535 4.152315 -1.827436 0.006 0.013 -0.022 0.524
H 5.040587 5.077260 0.003315 0.043 0.009 0.003 0.409
H 4.458087 4.598874 2.357981 0.027 0.016 0.026 0.487
H 2.478870 3.268811 2.910030 0.017 0.023 -0.043 0.307
H 1.194626 0.752286 4.736305 0.021 0.061 0.048 -0.065
H 1.227087 1.302993 6.413996 0.001 -0.006 0.025 0.503
H 2.595963 1.609524 5.357049 0.019 0.007 -0.001 0.430
H 1.674853 3.747289 6.831723 0.025 -0.021 0.028 0.352
H 1.533563 6.020811 7.478980 -0.001 -0.012 0.001 0.401
H -0.024965 6.722871 7.045213 -0.015 0.001 0.001 0.328
H 1.418998 7.183390 6.157030 -0.001 0.002 -0.015 0.354
H -0.381466 6.459234 4.275293 -0.016 0.042 -0.020 0.423
H -1.210577 5.871318 2.279309 -0.003 -0.001 -0.009 0.494
H -1.947333 4.269103 2.237254 -0.032 -0.035 -0.007 0.130
H -0.411687 4.552477 1.424099 0.012 -0.034 -0.046 0.030
H -1.856573 3.337442 -0.268320 0.044 0.062 0.041 0.210
H -2.691105 2.021448 -1.085235 0.027 0.009 -0.022 0.348
H -1.042691 1.810368 -0.466836 0.064 -0.044 -0.012 -0.308
H -4.526707 1.755985 0.103066 -0.021 0.003 -0.031 0.571
Se 4.578263 0.583448 -1.080000 -0.020 -0.066 -0.042 0.293
N 3.139849 -0.044879 -1.954972 0.035 0.002 0.171 -0.371
C 3.366254 0.043440 -3.249434 -0.169 -0.010 -0.249 0.257
C 2.466304 -0.397040 -4.276589 0.114 0.059 0.170 0.129
C 2.842513 -0.247451 -5.565442 0.142 0.073 -0.159 -0.636
C 4.106155 0.341546 -5.931202 -0.200 -0.095 0.002 -0.736
C 4.985214 0.756544 -4.994486 -0.017 -0.016 0.180 -0.739
C 4.640358 0.607101 -3.608293 0.135 0.072 -0.246 0.864
N 5.416097 0.947180 -2.599483 -0.056 -0.038 0.165 -0.946
H 1.516977 -0.838172 -4.007392 -0.055 -0.008 0.045 0.291
H 2.178774 -0.576344 -6.354102 -0.003 -0.006 -0.036 0.468
H 4.348309 0.439432 -6.979807 -0.008 -0.001 -0.045 0.409
H 5.940627 1.188091 -5.251862 0.057 0.031 0.000 0.505
```
Positions in Å, forces in eV/Å.



Density functional theory data (ωB97M-V/def2-TZVPD) for C5H7NO2 as an isolated structure at a distorted geometry.

Results
* energy above the lowest of the compared OMol25 structures with the same formula, charge and spin: 7.8217 eV
* 2S+1: 1
* total energy: -399.6781 Eh
* molar mass: 113.12 g mol⁻¹
* LUMO energy: 0.9 eV

```
15
Properties=species:S:1:pos:R:3:forces:R:3:nbo_charge:R:1
C 2.290650 -0.540357 -0.117388 -1.634 3.028 -0.024 -0.646
C 0.792853 -0.004517 0.280240 4.606 -4.072 0.926 0.107
C -0.846341 0.784958 0.166954 -2.976 2.829 -3.181 0.011
C -2.300105 0.621107 -0.219045 -2.525 7.226 0.672 0.008
C -0.449720 -0.456939 -0.408032 1.121 -4.098 2.888 0.017
H 2.341623 -0.627224 -1.227473 0.160 -0.251 0.961 0.219
H 2.884689 0.331424 0.201940 0.110 0.042 -0.612 0.218
H 2.790856 -1.295950 0.466797 -0.789 -0.910 -0.020 0.231
H 0.579126 -0.096473 1.448845 1.074 0.380 -2.208 0.174
H -0.908939 1.017851 1.178367 0.130 -0.151 2.052 0.194
H -3.368336 1.381926 -0.013248 3.605 -2.253 -1.005 0.239
H -0.352540 -0.363404 -1.453747 -0.039 -0.133 -1.267 0.194
N -2.545207 -0.544842 -0.020459 -2.558 -6.606 0.240 -0.125
O 0.436603 1.231769 -0.301687 1.067 3.050 0.958 -0.481
O -1.345212 -1.439324 0.017935 -1.351 1.921 -0.381 -0.358
```
Positions in Å, forces in eV/Å.



Density functional theory data (ωB97M-V/def2-TZVPD) for an isolated ion of composition C17H29BN3O9P2 and charge -1 at a distorted geometry.

Results
* structure (SMILES): NCCCCC[C@@H]1[C@H](P(N)O)O[C@](CB(O)O)(C(=O)[O-])[C@]1(CP(=O)(O)O)c1cccnc1
* 2S+1: 1
* total energy: -2214.4847 Eh
* charge: -1
* molar mass: 492.19 g mol⁻¹
* LUMO energy: 2.2 eV

```
61
Properties=species:S:1:pos:R:3:forces:R:3:nbo_charge:R:1
N -1.411043 -4.034282 1.977500 0.095 0.244 0.067 -0.849
C -1.823706 -3.406553 0.705956 0.354 -0.732 -0.103 -0.209
C -0.947340 -3.871350 -0.463402 0.150 -0.191 0.367 -0.412
C 0.503221 -3.377202 -0.435136 -0.220 -0.179 -0.292 -0.407
C 0.822657 -2.049491 -1.164463 -0.168 -0.640 0.136 -0.424
C -0.330308 -1.091941 -1.453819 0.593 0.568 0.270 -0.439
C -0.748531 0.009137 -0.425027 -0.994 -0.245 -1.268 -0.270
C -1.410521 1.101035 -1.278309 0.033 0.467 0.313 -0.211
P -2.587268 0.585701 -2.604076 0.446 -0.229 -0.870 1.222
N -3.527576 2.005347 -2.781100 0.254 0.266 0.310 -1.170
O -3.563448 -0.302910 -1.599302 -0.153 0.143 0.487 -1.005
O -0.334370 1.843457 -1.810971 0.144 -0.093 -0.373 -0.570
C 0.879367 1.649027 -1.020892 -0.802 0.480 -0.190 0.193
C 1.391850 3.099187 -0.785536 0.389 0.361 -0.019 -0.799
B 2.687299 3.519085 -1.606570 0.208 -0.372 0.285 1.144
O 3.915414 3.611028 -0.980249 -0.077 0.388 -0.085 -0.895
O 2.658144 3.819591 -2.936174 -0.156 -0.247 -0.026 -0.886
C 1.942500 0.860680 -1.849785 0.126 -0.299 -0.936 0.724
O 2.895055 0.397206 -1.189409 0.107 0.179 0.267 -0.767
O 1.769530 0.831333 -3.082601 -0.057 -0.030 0.467 -0.730
C 0.313681 0.885880 0.232626 1.024 0.211 1.029 -0.056
C -0.330122 1.931880 1.213807 -0.622 0.118 -0.327 -0.845
P -1.678890 1.338471 2.236937 0.369 -0.869 0.380 2.356
O -1.650609 -0.058374 2.698956 0.017 -0.048 -0.008 -1.114
O -1.732990 2.385684 3.461227 -0.118 0.230 -0.473 -0.981
O -3.043337 1.628036 1.437314 -0.171 0.432 0.128 -1.008
C 1.333245 0.185287 1.136315 -0.253 -0.444 -0.386 0.048
C 1.045503 -1.031795 1.725544 0.678 0.297 0.367 -0.191
C 2.001011 -1.577575 2.583427 -0.074 0.244 -0.112 -0.280
C 3.170704 -0.881738 2.819769 0.152 -0.212 0.113 0.012
N 3.482294 0.298676 2.266968 -0.727 -0.242 0.003 -0.432
C 2.555214 0.787445 1.450024 0.071 0.157 0.043 0.064
H -0.672554 -4.704963 1.811588 0.028 -0.084 -0.033 0.345
H -1.024100 -3.346621 2.610716 -0.064 0.066 0.049 0.361
H -2.829103 -3.766680 0.492923 -0.290 0.403 -0.029 0.173
H -1.803039 -2.327481 0.817185 -0.267 0.130 -0.031 0.192
H -1.440481 -3.673580 -1.412405 -0.006 0.179 -0.130 0.205
H -0.925507 -4.962985 -0.382661 -0.037 -0.131 -0.047 0.186
H 1.105460 -4.156650 -0.901995 0.166 -0.017 -0.058 0.199
H 0.832643 -3.374157 0.602904 0.042 0.172 0.128 0.191
H 1.641068 -1.556317 -0.656537 0.076 0.210 -0.014 0.250
H 1.247047 -2.316761 -2.130319 -0.042 0.007 -0.179 0.216
H -0.056589 -0.574747 -2.370982 0.101 0.124 -0.063 0.258
H -1.241134 -1.632021 -1.698703 -0.128 -0.171 0.083 0.207
H -1.521905 -0.430132 0.197138 0.273 0.186 0.668 0.237
H -1.988814 1.828754 -0.690710 -0.278 -0.445 0.304 0.171
H -3.498698 2.620682 -1.968597 -0.121 -0.053 -0.030 0.368
H -3.178911 2.532536 -3.571573 -0.143 -0.008 -0.167 0.388
H -4.432768 -0.387949 -1.999853 -0.063 -0.098 -0.072 0.490
H 0.590218 3.778667 -1.072158 -0.203 -0.033 -0.050 0.246
H 1.585508 3.311230 0.267129 -0.006 -0.133 0.143 0.196
H 3.834725 3.550787 -0.027616 0.124 -0.333 0.068 0.484
H 3.507381 3.583926 -3.323971 0.047 0.237 -0.143 0.494
H 0.411658 2.328301 1.899910 0.159 -0.057 0.105 0.266
H -0.719792 2.796883 0.675795 -0.077 0.063 -0.039 0.260
H -2.665347 2.545998 3.645971 0.015 0.186 0.272 0.499
H -3.640103 0.883327 1.583684 0.010 -0.141 -0.202 0.518
H 0.123424 -1.553565 1.548743 -0.187 0.067 -0.094 0.225
H 1.832621 -2.526767 3.069997 -0.013 -0.098 0.063 0.205
H 3.898494 -1.300452 3.504538 0.137 0.014 0.008 0.175
H 2.781967 1.740775 1.000312 0.129 0.045 -0.073 0.181
```
Positions in Å, forces in eV/Å.